(1)
Formula: C42H45F3N4O2S
Source: the Open Molecules 2025 dataset
Level of theory: ωB97M-V/def2-TZVPD

The calculation puts the max |F| at 3.27 eV Å⁻¹. The calculated total energy comes out at -73326.52960 eV. The value obtained for the HOMO energy is -5.874 eV.

```
! RIJCOSX wB97M-V def2-TZVPD def2/J DEFGRID3
* xyz 0 1
C -3.42944 -2.45952 -2.46700
C -3.86080 -1.93717 -1.09754
C -4.66812 -2.98670 -0.33622
C -4.58890 -0.60622 -1.23236
C -5.97701 -0.56414 -1.33548
C -6.62548 0.64012 -1.60356
C -5.89006 1.81484 -1.73987
C -4.50506 1.80909 -1.58457
C -3.74916 3.13284 -1.69191
C -4.06231 4.05666 -0.51451
C -4.01126 3.84594 -3.02149
C -3.85531 0.59004 -1.31346
N -2.41155 0.54436 -1.17803
N -1.61582 0.27931 -2.24918
N -0.34750 0.20074 -1.73989
C 0.83119 0.26523 -2.59141
C 1.35156 1.51489 -2.96750
C 0.58583 2.79145 -2.64691
C -0.64175 2.93532 -3.54011
C 1.44134 4.05805 -2.72992
C 2.54393 1.54174 -3.69443
C 3.15277 0.35322 -4.09667
C 2.59399 -0.87683 -3.75890
C 1.42661 -0.93633 -2.99797
C 0.79383 -2.28206 -2.65228
C 1.83072 -3.32991 -2.23947
C -0.08093 -2.81552 -3.78751
C -0.36646 0.44959 -0.37546
C 0.80747 0.61846 0.43839
C 0.84316 1.75247 1.28638
C 1.92182 1.98065 2.12874
C 2.95024 1.04238 2.18549
C 2.92029 -0.10552 1.39054
C 1.90213 -0.28811 0.46636
C -1.68091 0.58595 0.02215
C -2.21936 0.76725 1.29019
H -2.87782 -1.69131 -3.02629
H -2.78508 -3.33992 -2.34738
H -4.31047 -2.74946 -3.05972
H -2.95439 -1.73615 -0.51513
H -5.03111 -2.58688 0.61732
H -5.52953 -3.31809 -0.92523
H -4.03759 -3.85503 -0.11980
H -6.54327 -1.49327 -1.22604
H -7.70705 0.65877 -1.74164
H -6.37682 2.76667 -1.97477
H -2.68906 2.86258 -1.64191
H -3.76600 3.59402 0.43463
H -3.52725 5.00805 -0.61883
H -5.14014 4.26677 -0.46691
H -3.73075 3.21294 -3.87284
H -5.07320 4.10049 -3.13052
H -3.42186 4.77078 -3.07299
H 0.24493 2.69288 -1.60682
H -1.29447 2.05966 -3.47123
H -1.22409 3.82300 -3.26303
H -0.34447 3.02524 -4.59482
H 2.30813 4.00405 -2.05967
H 1.80460 4.21411 -3.75087
H 0.85347 4.93691 -2.44023
H 2.99717 2.49705 -3.95918
H 4.06431 0.38739 -4.69478
H 3.06988 -1.80600 -4.07205
H 0.14676 -2.08418 -1.79008
H 2.49708 -2.95093 -1.45406
H 1.33507 -4.23012 -1.85613
H 2.44690 -3.61445 -3.10051
H -0.77261 -2.04797 -4.15703
H 0.54164 -3.14036 -4.63148
H -0.66997 -3.67441 -3.44137
H -0.01698 2.42843 1.26488
H 1.94317 2.86119 2.77513
H 3.76327 1.18647 2.88799
H 3.68908 -0.86633 1.51233
H 1.90158 -1.14997 -0.20371
H -1.51328 0.90902 2.10066
H -3.29704 0.67995 1.40725
F -0.11062 -2.52658 3.73414
C 1.19009 -2.46448 4.14061
F 1.36283 -3.33377 5.16315
F 1.98541 -2.87991 3.10222
S 1.62224 -0.79533 4.58736
N 3.12815 -1.20890 5.43996
C 4.41257 -1.00104 4.88875
O 4.71815 -0.55507 3.78926
C 5.36108 -1.44977 5.93739
C 4.65088 -1.88472 7.03622
C 5.30704 -2.38383 8.16139
C 6.70751 -2.53685 8.09682
C 7.42824 -2.07435 6.97320
C 6.75821 -1.46482 5.90935
C 3.19040 -1.69359 6.78792
O 2.25768 -1.88129 7.54540
H 4.72338 -2.65047 9.03963
H 7.24048 -3.00942 8.92477
H 8.51471 -2.18898 6.93960
H 7.26919 -1.01094 5.06502
*
```

Atomic partial charges in e from the Mulliken method, atoms 1 to 5: C -1.256; C 1.643; C -1.972; C 0.665; C -0.521

---

(2)
Formula: C5H8O3
Source: the Open Molecules 2025 dataset
Level of theory: ωB97M-V/def2-TZVPD

The calculation puts the max |F| at 0.92 eV Å⁻¹. The calculated total energy comes out at -11454.03820 eV. The value obtained for the HOMO energy (spin up / spin down) is -9.092 / -9.091 eV. The value obtained for the energy above the lowest of the compared OMol25 structures with the same formula, charge and spin is 80.3 kcal per mole.

```
! RIJCOSX wB97M-V def2-TZVPD def2/J DEFGRID3
* xyz 0 1
C 1.34162 0.13692 0.32471
O 1.15861 -1.22046 -0.40503
O 2.37640 -0.04122 1.23935
O 1.39381 1.09655 -0.46594
H 3.05479 0.60204 0.99266
H 1.33224 -1.01467 -1.33643
C -1.61169 -0.32023 -0.77569
C -0.88205 -0.81899 0.35124
C -1.53131 0.95475 -1.19537
C -0.12524 0.00901 1.24398
H -2.16808 -1.04527 -1.35898
H -0.96792 -1.87564 0.56468
H -0.98385 1.70885 -0.64951
H -0.47548 1.02544 1.38465
H -2.03508 1.27207 -2.09932
H 0.12322 -0.46914 2.18499
*
```

Atomic partial charges in e from the natural (NBO) method, atoms 1 to 5: C 0.850; O -0.773; O -0.728; O -0.744; H 0.491

---

(3)
Formula: C4H9LuNO2S
Source: the Open Molecules 2025 dataset
Level of theory: ωB97M-V/def2-TZVPD

The calculation puts the max |F| at 3.99 eV Å⁻¹. The calculated total energy comes out at -54294.65911 eV. The value obtained for the HOMO energy is -21.093 eV.

```
! RIJCOSX wB97M-V def2-TZVPD def2/J DEFGRID3
* xyz 3 1
C -1.02789 2.33821 0.22540
C -0.88075 0.77855 0.07303
S -0.72960 0.10169 1.65450
C 0.30261 -1.41805 1.59379
O 0.59720 -1.90653 0.32202
C 1.71778 -1.30520 -0.24937
N 1.70519 -1.26748 -1.67669
O 2.60059 -0.87378 0.33859
H -1.81462 2.55726 0.94577
H -0.05791 2.69364 0.57387
H -1.21031 2.81401 -0.74585
H -1.87655 0.39619 -0.53676
H -0.02410 0.60663 -0.58840
H -0.28909 -2.18988 2.10352
H 1.18454 -1.23303 2.22779
H 1.67392 -0.28957 -1.96212
H 0.81611 -1.66470 -1.99706
Lu -2.68712 -0.13795 -2.30203
*
```

Atomic partial charges in e from the natural (NBO) method, atoms 1 to 5: C -0.610; C -0.578; S 0.774; C -0.239; O -0.521